[1]
Here is a 10-piece molecular cluster, C20H40Br20 overall in a non-equilibrium geometry from the Open Molecules 2025 dataset. Energies are from ωB97M-V/def2-TZVPD.

Geometry as XYZ:
```
80
Properties=species:S:1:pos:R:3:forces:R:3
Br -4.585 -1.301 -1.777 0.9109 0.7449 -0.6547
C -3.627 -0.141 -3.111 -1.4412 0.9057 -0.0482
C -4.711 0.682 -3.912 0.7164 -2.2558 -0.2678
Br -5.638 -0.599 -5.167 0.3841 0.7689 0.4836
H -2.933 -0.747 -3.693 -0.7033 -0.1782 -0.1442
H -3.013 0.619 -2.629 -0.1745 -0.3985 0.6582
H -4.224 1.420 -4.550 -0.1929 0.0027 0.1310
H -5.508 1.072 -3.280 0.3849 0.0713 -0.0798
Br 3.275 2.103 4.691 0.1284 0.1455 0.1335
C 3.565 1.220 2.999 -0.0830 -1.2183 -0.0768
C 4.539 0.031 3.266 -0.1493 1.1052 -0.6701
Br 4.875 -0.951 1.569 -0.2174 0.3563 0.7498
H 3.975 1.869 2.225 0.3249 0.2553 0.4447
H 2.554 1.006 2.654 0.2218 -0.6773 0.0826
H 4.290 -0.677 4.056 -0.4866 0.1072 -0.3497
H 5.470 0.514 3.564 0.1613 -0.3212 -0.2175
Br -3.049 3.174 -2.238 0.0311 1.3993 1.5367
C -3.062 4.498 -0.673 1.5493 0.5939 -0.0204
C -2.688 3.873 0.650 -1.1689 -1.1879 1.0536
Br -2.420 5.286 2.035 -0.3378 -0.6214 -0.7616
H -3.983 5.079 -0.639 -0.3072 -0.7880 -0.1045
H -2.300 5.269 -0.784 0.1910 -0.2284 -1.1362
H -1.841 3.208 0.815 0.5170 0.5987 -1.0042
H -3.493 3.200 0.944 -0.3482 0.4289 0.5488
Br 1.308 1.764 0.044 -1.7337 -1.2486 -0.5814
C -0.345 0.662 -0.489 -0.4165 -0.5740 0.5790
C -0.407 -0.763 0.141 1.1887 1.0689 -0.5855
Br -0.978 -0.691 1.964 -0.2537 -0.0073 0.5141
H -0.456 0.610 -1.572 0.8190 0.0798 0.0085
H -1.228 1.211 -0.160 0.3459 0.2921 0.2277
H 0.594 -1.192 0.176 -0.1735 -0.0827 -0.0165
H -1.069 -1.443 -0.395 -0.0861 0.3081 -0.1267
Br 3.128 -2.181 -6.552 -0.2890 -0.1665 0.9958
C 2.229 -2.277 -4.758 -1.3770 0.6797 -1.0254
C 2.903 -1.357 -3.776 -0.1070 -0.6094 0.1430
Br 1.945 -1.583 -2.030 0.7842 0.0223 -0.9261
H 1.962 -3.301 -4.496 1.0251 -0.0444 0.1395
H 1.252 -1.841 -4.964 0.0015 0.0444 -0.1728
H 2.738 -0.320 -4.068 0.1654 -0.1469 0.1360
H 3.963 -1.599 -3.704 -0.1522 0.1882 0.5700
Br -3.489 0.979 4.811 1.3083 -0.2531 0.4691
C -1.622 0.424 5.371 -0.2432 0.3489 0.9575
C -1.664 -0.895 6.148 0.3847 0.0221 -1.4528
Br 0.218 -1.533 6.114 -0.7817 0.2747 0.1976
H -1.153 1.145 6.040 -0.6069 0.5230 -0.1133
H -0.986 0.446 4.486 -0.4740 -0.5121 -0.0670
H -2.273 -1.595 5.575 0.2435 -0.3029 0.3173
H -1.974 -0.858 7.192 0.0406 0.3055 -0.2953
Br 1.992 -3.983 1.383 0.1664 0.3474 -0.4775
C 1.482 -3.525 3.220 0.5046 0.6945 -0.8089
C 1.471 -4.876 3.880 -0.3306 0.2106 0.6647
Br 1.421 -4.688 5.862 0.1695 -0.4829 -0.8000
H 0.617 -2.878 3.071 -0.5315 -0.8145 0.5400
H 2.236 -2.821 3.572 0.3098 -0.4796 0.1603
H 2.379 -5.406 3.591 -0.0376 0.0763 0.4883
H 0.617 -5.481 3.578 -0.0064 0.1789 0.1795
Br -0.610 0.523 -4.465 0.5856 0.7310 -1.2485
C -0.162 1.782 -6.009 1.1193 -1.5465 -1.2486
C 0.351 1.000 -7.322 -1.1273 0.4970 1.4354
Br 0.460 2.350 -8.795 -0.0596 -0.9739 0.9475
H 0.717 2.346 -5.697 -0.6557 0.3554 0.3936
H -1.086 2.329 -6.199 0.4093 0.0418 0.1156
H -0.338 0.188 -7.555 -0.1850 0.4124 -0.4772
H 1.316 0.515 -7.175 0.1249 0.5256 -0.0127
Br -1.290 -4.226 -1.587 0.0512 -0.1752 0.3085
C -1.305 -4.544 0.353 -0.5916 -1.6237 -0.3262
C -2.620 -5.260 0.771 -0.0795 1.5396 0.6768
Br -2.369 -5.571 2.713 -0.2010 -0.1031 -0.3451
H -0.997 -3.590 0.781 -0.7897 -0.2081 0.3557
H -0.561 -5.289 0.635 0.4563 0.3494 -0.6187
H -2.889 -6.206 0.303 0.8255 0.0369 -0.0517
H -3.521 -4.650 0.704 0.2445 0.2330 0.0060
Br 3.376 5.525 3.582 -0.4405 -0.5245 -0.5058
C 2.299 4.698 2.120 0.4050 0.5414 -0.2582
C 3.167 4.547 0.865 0.5456 0.6306 0.6699
Br 3.397 6.323 0.081 -0.1445 -0.1838 -0.3931
H 1.533 5.464 1.996 -0.0591 -0.3582 -0.2502
H 1.831 3.753 2.397 0.3127 0.0653 0.4578
H 2.822 3.825 0.126 -0.3006 0.4717 0.0367
H 4.202 4.304 1.109 -0.2130 -0.2834 0.2068
```
Positions in Å, forces in eV/Å.

Computed properties:
**Lowest unoccupied orbital energy**: -0.18 eV
**Gap between HOMO and LUMO**: 9.56 eV
**Highest occupied orbital energy**: -9.734 eV
**Charge**: 0
**SMILES**: BrCCBr.BrCCBr.BrCCBr.BrCCBr.BrCCBr.BrCCBr.BrCCBr.BrCCBr.BrCCBr.BrCCBr
**Energy relative to the best compared isomer or geometry (same formula, charge and spin)**: 3.0567 eV

[2]
Here is a 9-piece molecular cluster, C20H40BrCl16NO4P overall in a non-equilibrium geometry from the Open Molecules 2025 dataset. Energies are from ωB97M-V/def2-TZVPD.

Geometry as XYZ:
```
83
Properties=species:S:1:pos:R:3:forces:R:3
C -1.148 2.881 4.297 0.0058 -0.0717 -0.6959
C -0.606 2.008 3.156 -0.3751 0.3848 0.8138
C 0.827 1.577 3.375 -0.0983 -0.3750 -0.4937
Br 0.910 0.700 5.128 0.1379 0.1185 0.0542
C 1.393 0.661 2.248 -0.6604 0.4758 0.0444
P 3.172 0.476 2.509 -0.2224 0.0139 0.7825
O 3.593 -0.056 3.797 0.1856 -0.5402 0.8318
O 3.770 1.919 2.254 0.1855 0.8471 0.1532
O 3.747 -0.375 1.314 0.2731 -0.7706 -0.7547
C 1.221 1.413 0.893 0.7239 -1.2220 0.2847
C 0.373 0.713 -0.148 0.2673 0.5170 -0.8515
C 0.771 1.344 -1.485 0.2216 -0.2313 0.3509
C -1.116 0.962 0.000 0.1444 0.0896 0.4301
N 0.713 -0.741 -0.242 -2.3199 0.4072 0.3500
O 0.091 -1.273 -1.240 0.9475 -0.1822 -0.1769
C 0.558 -1.542 1.009 1.2048 -0.4681 0.5156
C 1.638 -2.643 0.953 -0.5029 -0.0230 -0.5716
C -0.763 -2.273 1.087 0.1462 0.0891 0.5063
C 0.708 -0.714 2.315 0.5842 0.0249 -0.8873
H -0.358 3.482 4.725 0.1148 0.2366 0.2614
H -1.619 2.275 5.049 -0.0108 -0.1899 0.5245
H -1.911 3.530 3.890 -0.1667 0.2735 0.0074
H -0.705 2.593 2.255 0.1790 0.0037 -0.4243
H -1.269 1.161 3.083 -0.1277 -0.4406 -0.2723
H 1.431 2.476 3.391 0.2879 0.1848 0.4383
H 4.063 2.235 3.128 0.0985 0.0434 -0.4202
H 4.043 -1.233 1.679 -0.1209 0.4526 -0.2591
H 2.205 1.477 0.444 0.2688 0.2003 -0.2015
H 0.898 2.432 1.022 -0.2084 0.3267 0.0895
H -0.002 1.224 -2.225 -0.1002 -0.0809 -0.3360
H 1.695 0.889 -1.809 0.2921 -0.1161 -0.3337
H 0.965 2.395 -1.330 -0.0870 0.4352 -0.0705
H -1.234 2.032 0.065 -0.0703 0.4088 0.0016
H -1.546 0.546 0.899 -0.2031 -0.2498 0.1458
H -1.644 0.653 -0.887 -0.2301 -0.4575 -0.1619
H 1.846 -3.052 1.930 0.2082 0.0217 0.3163
H 2.522 -2.305 0.435 0.4054 0.1320 0.0989
H 1.243 -3.456 0.359 -0.0047 -0.3011 -0.2516
H -0.873 -2.993 0.300 -0.2053 -0.0230 -0.5007
H -0.728 -2.839 2.011 -0.0693 -0.1880 0.3149
H -1.608 -1.606 1.170 -0.2975 0.1469 -0.2379
H -0.257 -0.646 2.785 -0.4054 0.3091 0.1044
H 1.306 -1.312 2.983 0.0343 -0.3253 0.4335
C -3.907 -4.850 0.077 -0.0612 0.0139 -0.0747
Cl -2.814 -5.557 1.276 0.0029 -0.0257 -0.0012
Cl -3.620 -3.125 -0.151 -0.2553 -0.0446 0.0106
H -3.747 -5.351 -0.871 0.0751 0.0110 -0.0123
H -4.926 -4.991 0.414 0.0026 0.0200 0.0717
C 0.801 -0.449 -4.969 -0.0038 -0.0467 0.1750
Cl -0.216 -0.659 -6.402 -0.0151 0.0112 -0.0336
Cl 1.723 1.060 -5.019 0.0446 -0.0549 -0.0261
H 0.166 -0.438 -4.088 -0.0249 0.0898 0.0180
H 1.503 -1.272 -4.922 0.0325 0.0049 -0.0490
C 5.739 -0.795 -1.262 -0.0359 0.0546 0.0056
Cl 5.649 -2.422 -1.950 -0.0328 -0.0242 0.0441
Cl 6.538 0.343 -2.355 -0.0092 0.0147 0.0224
H 4.733 -0.445 -1.071 -0.0339 0.0056 -0.0500
H 6.302 -0.840 -0.339 0.0719 -0.0166 -0.0232
C -2.707 -2.108 -4.151 0.2000 0.0020 -0.0562
Cl -3.373 -3.657 -3.622 -0.0577 -0.0079 -0.0451
Cl -3.021 -0.788 -3.019 -0.0917 0.0091 0.0335
H -1.634 -2.218 -4.240 0.0093 -0.0569 0.0213
H -3.142 -1.856 -5.110 -0.0636 0.0122 0.0094
C -0.869 3.637 -4.893 0.0287 0.0057 -0.0311
Cl -1.668 2.205 -4.239 -0.0813 -0.0323 -0.0542
Cl -1.077 5.048 -3.845 0.0191 0.0162 -0.0089
H 0.188 3.427 -4.985 0.0267 -0.0208 0.0656
H -1.299 3.860 -5.862 -0.0719 0.0231 0.0203
C -3.436 5.333 1.085 -0.0421 0.0462 -0.0607
Cl -2.874 5.995 2.624 -0.0068 0.0332 -0.0159
Cl -3.135 3.594 0.956 -0.0845 0.0920 0.0135
H -4.501 5.505 1.002 -0.0280 -0.0380 0.0601
H -2.907 5.831 0.281 0.0640 -0.0201 0.0093
C -0.968 0.780 8.267 0.0067 0.0471 0.0353
Cl 0.007 -0.682 8.465 0.0112 0.0470 -0.0364
Cl -2.693 0.467 8.502 -0.0084 0.0273 -0.0085
H -0.647 1.509 9.001 -0.0207 -0.0382 0.0697
H -0.820 1.159 7.264 -0.0137 -0.0546 -0.0521
C -0.215 -4.359 -7.699 0.0470 0.0596 -0.0010
Cl -0.749 -5.474 -8.961 0.0175 0.0044 -0.0230
Cl -1.246 -4.442 -6.263 0.0126 -0.0028 0.0097
H 0.795 -4.621 -7.411 -0.0038 -0.0658 0.0198
H -0.251 -3.350 -8.089 -0.0566 0.0125 -0.0043
```
Positions in Å, forces in eV/Å.

Computed properties:
**Lowest unoccupied orbital energy (alpha / beta)**: 0.23 / -0.06 eV
**Gap between HOMO and LUMO (alpha / beta)**: 9.09 / 9.69 eV
**Highest occupied orbital energy (alpha / beta)**: -8.859 / -9.751 eV
**2S+1**: 2
**Charge**: 0

[3]
Here is an isolated ion of composition C20H40BrClFNO3PS and charge +1 in a non-equilibrium geometry from the Open Molecules 2025 dataset. Energies are from ωB97M-V/def2-TZVPD.

Geometry as XYZ:
```
69
Properties=species:S:1:pos:R:3:forces:R:3
C -0.432 -3.543 2.189 -0.1154 0.1299 -0.0764
C -1.286 -3.512 0.915 -0.0676 0.1737 0.1189
C -0.603 -2.870 -0.298 0.2826 -0.7223 0.1373
C 0.881 -3.240 -0.457 -0.0853 0.0634 -0.0696
C 1.375 -3.149 -1.905 -0.0420 0.0273 0.0769
C 1.970 -1.787 -2.262 0.0425 -0.1156 -0.1889
C 3.375 -1.568 -1.705 -0.2068 0.1233 0.0990
C 3.966 -0.221 -2.126 0.1453 -0.1112 0.1812
C 3.547 0.929 -1.205 0.0800 0.0160 -0.2221
C 4.486 1.087 -0.009 0.1609 0.1853 -0.1966
C 4.009 2.002 1.129 -0.1186 -0.0637 0.0656
C 2.502 1.983 1.432 0.1782 0.1599 0.0638
C 1.759 3.070 0.643 -0.0217 -0.0817 0.2070
C 0.278 2.772 0.404 -0.0027 0.4812 -0.0188
O -0.227 2.114 1.559 -0.1274 -0.3956 -0.2280
C -1.564 1.672 1.528 0.3122 0.2203 -0.0115
S -2.457 2.433 2.949 0.0213 -0.0326 -0.2101
O -3.317 3.455 2.469 0.1382 0.0374 0.1730
O -2.880 1.385 3.804 -0.0490 0.1395 -0.0118
F -1.246 3.138 3.621 -0.1508 -0.0543 0.1266
C -2.284 1.966 0.223 -0.0705 -0.3171 -0.2078
P -4.117 1.472 0.196 -0.0988 0.2543 -0.0639
C -4.340 1.216 -1.616 0.2260 -0.0845 -0.0258
C -4.195 -0.209 0.942 -0.0397 -0.0043 0.0615
C -5.475 -0.909 0.433 0.0936 0.1449 0.1547
N -1.378 1.398 -0.886 -0.4157 0.7066 -0.2357
Cl -1.421 -0.339 -1.034 -0.1874 1.1383 -0.0858
C 0.086 1.851 -0.789 -0.2388 -0.1180 0.1259
Br 0.525 2.657 -2.464 0.0123 0.0347 -0.0969
H -1.063 -3.469 3.074 0.0289 -0.1167 0.0162
H 0.146 -4.463 2.266 0.0806 0.0785 0.0073
H 0.262 -2.699 2.220 0.0042 -0.0315 0.0435
H -1.614 -4.521 0.654 0.0489 -0.0034 0.0399
H -2.197 -2.948 1.130 -0.1402 -0.0416 -0.0533
H -1.118 -3.194 -1.207 -0.1716 0.1266 -0.0094
H -0.696 -1.780 -0.204 0.5452 -1.4136 0.4210
H 1.482 -2.577 0.172 0.0776 -0.1327 0.0665
H 1.031 -4.250 -0.068 -0.0358 0.0007 -0.0441
H 2.124 -3.922 -2.095 0.0380 0.0584 0.0163
H 0.540 -3.371 -2.577 0.0486 -0.0215 -0.0045
H 2.027 -1.707 -3.353 -0.0482 0.0854 0.0481
H 1.289 -0.991 -1.922 0.0819 0.0014 -0.0525
H 4.011 -2.389 -2.044 -0.0052 0.0194 0.0179
H 3.348 -1.612 -0.609 0.1040 -0.1175 -0.0130
H 5.057 -0.286 -2.098 -0.0278 0.0464 -0.1806
H 3.667 -0.012 -3.156 0.1045 0.0097 0.0014
H 2.518 0.744 -0.876 0.1609 0.0579 -0.0327
H 3.558 1.854 -1.791 -0.1762 0.0354 0.1544
H 4.779 0.105 0.372 -0.2287 -0.0194 0.0746
H 5.404 1.528 -0.411 0.0978 -0.1826 0.0947
H 4.539 1.737 2.045 0.0984 -0.0193 -0.0895
H 4.303 3.033 0.906 -0.0566 -0.0068 0.0348
H 2.059 1.004 1.235 0.1395 -0.1048 0.0271
H 2.373 2.165 2.499 -0.1949 -0.0490 -0.0448
H 1.812 4.020 1.178 0.0759 -0.0375 0.0023
H 2.263 3.228 -0.312 -0.1750 0.0497 -0.0525
H -0.252 3.718 0.246 -0.0067 -0.0760 -0.1109
H -1.589 0.595 1.715 0.0319 0.0282 0.2107
H -2.304 3.037 0.009 0.1031 -0.0120 0.0639
H -4.039 0.232 -1.970 -0.0295 -0.0279 -0.0611
H -5.393 1.373 -1.842 0.0002 -0.0577 -0.0320
H -3.798 1.982 -2.180 -0.0985 0.0529 0.0156
H -4.275 -0.036 2.017 0.0316 -0.0048 -0.0388
H -3.315 -0.828 0.784 -0.0204 -0.0566 -0.0605
H -5.237 -1.660 -0.318 -0.0606 0.0199 -0.0319
H -5.990 -1.386 1.264 0.0223 -0.1286 -0.0735
H -6.183 -0.201 -0.004 -0.0262 -0.0453 0.0098
H -1.744 1.748 -1.776 -0.0158 0.0681 0.0751
H 0.678 0.949 -0.653 -0.0608 0.0329 -0.0976
```
Positions in Å, forces in eV/Å.

Computed properties:
**Lowest unoccupied orbital energy**: -3.92 eV
**Gap between HOMO and LUMO**: 8.44 eV
**Highest occupied orbital energy**: -12.359 eV
**Charge**: +1
**SMILES**: CCCCCCCCCCCCC[C@@H]1O[C@@H](S(=O)(=O)F)[C@H](P(C)CC)[N@H+](Cl)[C@H]1Br

Question: Which of these has the highest charge?
Answer: C20H40BrClFNO3PS

Question: Which of these has the highest charge?
Answer: C20H40BrClFNO3PS